[1]
{
  "formula": "C42H63ClNO22",
  "method": "ωB97M-V/def2-TZVPD",
  "species": ["N", "C", "Cl", "C", "O", "O", "H", "H", "H", "O", "C", "O", "C", "C", "C", "H", "H", "H", "H", "H", "H", "O", "C", "O", "C", "C", "C", "H", "H", "H", "H", "H", "H", "O", "C", "O", "C", "C", "C", "H", "H", "H", "H", "H", "H", "O", "C", "O", "C", "C", "C", "H", "H", "H", "H", "H", "H", "O", "C", "O", "C", "C", "C", "H", "H", "H", "H", "H", "H", "O", "C", "O", "C", "C", "C", "H", "H", "H", "H", "H", "H", "O", "C", "O", "C", "C", "C", "H", "H", "H", "H", "H", "H", "O", "C", "O", "C", "C", "C", "H", "H", "H", "H", "H", "H", "O", "C", "O", "C", "C", "C", "H", "H", "H", "H", "H", "H", "O", "C", "O", "C", "C", "C", "H", "H", "H", "H", "H", "H"],
  "positions_angstrom": [[2.76114, -3.05472, -1.42438], [1.72857, -2.51009, -2.38605], [1.65780, -0.66332, -2.51206], [0.26131, -3.04651, -1.89015], [-0.07202, -4.31026, -2.27282], [-0.61865, -2.21344, -1.03189], [3.19131, -2.30751, -0.83612], [3.47660, -3.65738, -1.88788], [1.95933, -2.93494, -3.45279], [1.03582, 0.76756, 0.55132], [0.26738, 0.32405, 1.38857], [0.65794, -0.31534, 2.52998], [-0.49720, -0.79383, 3.21736], [-1.63694, 0.05554, 2.71888], [-1.22832, 0.35631, 1.29903], [-0.63257, -1.85363, 2.97723], [-0.35311, -0.69054, 4.29680], [-2.60899, -0.43824, 2.79921], [-1.68296, 0.98881, 3.29324], [-1.56176, -0.42127, 0.60621], [-1.58307, 1.33874, 0.97903], [0.98174, -9.17662, 1.99476], [0.69364, -8.32819, 1.16691], [1.35788, -7.14518, 1.01378], [0.68687, -6.35483, 0.03354], [-0.10387, -7.33422, -0.79378], [-0.45587, -8.40445, 0.20827], [0.04513, -5.63154, 0.54755], [1.42147, -5.81198, -0.56836], [-0.97485, -6.88434, -1.27767], [0.53574, -7.76009, -1.57642], [-1.38210, -8.17360, 0.74177], [-0.51369, -9.38951, -0.26048], [3.75624, -2.84600, 0.65192], [4.79934, -2.55771, 1.21495], [5.79734, -1.81428, 0.65326], [6.90693, -1.76702, 1.54901], [6.33244, -2.06230, 2.90978], [5.19442, -2.99887, 2.59170], [7.64081, -2.51705, 1.23592], [7.37179, -0.77764, 1.50833], [7.06454, -2.48321, 3.60405], [5.93642, -1.14062, 3.35327], [5.52380, -4.04088, 2.55237], [4.36804, -2.87985, 3.29621], [-4.44632, 3.07948, -1.80434], [-3.35156, 2.69354, -2.17947], [-2.25459, 2.58839, -1.37338], [-1.12724, 2.21303, -2.16330], [-1.70287, 1.56658, -3.39605], [-2.99929, 2.31276, -3.58556], [-0.54933, 3.11327, -2.39728], [-0.49447, 1.52252, -1.59814], [-1.03668, 1.62009, -4.26120], [-1.91380, 0.50894, -3.19626], [-2.86289, 3.22144, -4.17844], [-3.76887, 1.67452, -4.02580], [-6.48109, -5.12543, -3.66225], [-5.43799, -4.83714, -3.09922], [-4.43998, -4.09371, -3.66090], [-3.33040, -4.04645, -2.76515], [-3.90489, -4.34174, -1.40438], [-5.04290, -5.27830, -1.72246], [-2.59651, -4.79648, -3.07824], [-2.86554, -3.05707, -2.80584], [-3.17278, -4.76264, -0.71011], [-4.30091, -3.42005, -0.96090], [-4.71352, -6.32030, -1.76179], [-5.86929, -5.15928, -1.01795], [0.96359, -0.09586, 8.53978], [1.34592, 0.45716, 7.52186], [1.67286, -0.19504, 6.36776], [2.18038, 0.74777, 5.42473], [1.64003, 2.08257, 5.86661], [1.56973, 1.93076, 7.36508], [3.27460, 0.71311, 5.45044], [1.84086, 0.48279, 4.41918], [2.25527, 2.92537, 5.54056], [0.62973, 2.22544, 5.46425], [2.51344, 2.20214, 7.84631], [0.74050, 2.50269, 7.78779], [-3.05490, 5.88098, -4.10636], [-4.14274, 6.39431, -3.90320], [-4.49653, 7.64244, -4.32888], [-5.79237, 7.95989, -3.82309], [-6.43726, 6.63273, -3.52032], [-5.26161, 5.77809, -3.11926], [-5.67573, 8.57932, -2.92762], [-6.35318, 8.52419, -4.57388], [-7.21378, 6.69642, -2.75343], [-6.89349, 6.22561, -4.43088], [-5.04050, 5.86522, -2.05187], [-5.41100, 4.73301, -3.40016], [0.49838, 3.91960, -4.27025], [1.08404, 4.91578, -3.87934], [2.01519, 5.59740, -4.60909], [2.57028, 6.63750, -3.80544], [1.54638, 6.90048, -2.73240], [0.92726, 5.54120, -2.52640], [3.52375, 6.28994, -3.39401], [2.75185, 7.52274, -4.42188], [1.97627, 7.32793, -1.82266], [0.78658, 7.59701, -3.10732], [1.48080, 4.94890, -1.79252], [-0.12610, 5.61828, -2.24731], [4.13091, 8.78920, 0.33906], [4.51324, 9.34222, -0.67887], [4.84018, 8.69002, -1.83296], [5.34770, 9.63283, -2.77599], [4.80734, 10.96763, -2.33411], [4.73705, 10.81582, -0.83564], [6.44191, 9.59817, -2.75028], [5.00818, 9.36785, -3.78154], [5.42258, 11.81043, -2.66017], [3.79704, 11.11050, -2.73648], [5.68075, 11.08720, -0.35441], [3.90782, 11.38775, -0.41293], [-4.33903, -8.30066, 3.10366], [-3.45807, -9.03756, 3.51484], [-2.17323, -9.03368, 3.05291], [-1.44837, -10.09295, 3.67605], [-2.20431, -10.40134, 4.94189], [-3.63074, -10.10158, 4.55609], [-1.41921, -10.94662, 2.99081], [-0.42420, -9.76803, 3.88132], [-2.05247, -11.42458, 5.29555], [-1.88803, -9.71738, 5.73887], [-4.12066, -10.96825, 4.10368], [-4.20700, -9.73083, 5.40691]],
  "forces_ev_per_angstrom": [[-1.114, 1.350, -2.252], [-0.281, -1.927, -0.148], [0.401, -1.118, 0.056], [-4.785, -1.239, 2.072], [1.904, 5.883, 1.631], [4.763, -4.012, -4.440], [-0.836, -1.232, -1.289], [-0.842, 1.178, 0.376], [-0.801, 0.938, 1.973], [-0.779, -0.633, 1.956], [1.118, 0.560, -2.257], [0.393, 0.404, -0.298], [-0.209, -0.539, 0.516], [-0.808, 0.183, 0.319], [-0.391, 0.249, 0.158], [0.038, 0.108, -0.021], [0.236, -0.077, -0.139], [0.163, 0.014, 0.056], [-0.027, -0.120, 0.011], [0.231, 0.044, -0.184], [0.155, -0.235, -0.292], [0.175, 1.125, -0.778], [0.380, -0.480, 1.148], [-0.109, -1.577, 0.727], [-0.070, 1.125, -0.706], [-0.407, 0.059, -0.806], [-0.060, -0.070, -0.504], [0.108, -0.031, -0.111], [-0.146, 0.014, 0.332], [0.282, 0.097, 0.060], [-0.091, 0.134, 0.064], [0.091, -0.170, 0.067], [-0.128, -0.004, 0.405], [3.017, 0.932, 2.561], [-1.903, -0.824, -0.921], [-0.603, -0.185, -0.038], [0.601, 0.278, -0.064], [0.315, 0.155, 0.865], [0.042, 0.166, 0.526], [-0.041, 0.037, 0.003], [-0.138, -0.156, -0.240], [-0.025, 0.103, -0.120], [0.100, -0.125, -0.072], [-0.191, 0.023, -0.005], [-0.018, -0.330, -0.307], [1.363, -0.423, 0.151], [-0.979, 0.668, 0.501], [-1.542, 0.303, -0.031], [1.221, -0.267, -0.027], [0.374, -0.614, -0.618], [0.079, -0.405, -0.272], [-0.203, -0.194, 0.000], [-0.176, 0.148, 0.109], [-0.013, 0.041, 0.245], [0.144, 0.136, 0.025], [-0.139, 0.039, 0.084], [-0.102, 0.366, 0.064], [1.387, 0.674, 0.331], [-1.134, -0.413, -1.152], [-1.500, -0.534, -0.053], [1.183, 0.320, 0.187], [0.356, 0.125, 0.831], [0.019, 0.245, 0.488], [-0.011, 0.182, 0.074], [-0.023, -0.275, -0.130], [0.007, 0.202, -0.197], [0.129, -0.116, -0.048], [-0.170, 0.010, -0.010], [-0.029, -0.348, -0.276], [0.549, 0.445, -1.825], [-0.393, -1.150, 1.760], [-0.416, 0.001, 0.956], [0.284, 0.019, -0.923], [-0.084, 0.789, -0.415], [-0.256, 0.472, -0.224], [-0.050, -0.008, 0.038], [0.121, -0.179, 0.232], [-0.081, -0.164, -0.046], [0.178, -0.021, -0.001], [-0.133, -0.034, 0.115], [0.287, -0.186, 0.273], [-1.524, 1.300, -0.037], [1.883, -1.032, 0.031], [0.546, -0.412, -0.133], [-0.456, 0.535, -0.014], [-0.840, -0.207, 0.101], [-0.477, -0.212, -0.217], [0.013, -0.029, -0.050], [0.315, 0.026, 0.046], [0.085, 0.060, -0.130], [0.029, 0.101, 0.141], [0.098, -0.241, -0.111], [0.372, 0.123, 0.394], [1.284, 1.853, 0.027], [-1.016, -2.066, -0.585], [-0.492, -0.468, -0.081], [0.529, 0.392, -0.006], [-0.130, 0.771, 0.590], [-0.244, 0.410, 0.240], [-0.064, 0.034, -0.018], [0.014, -0.270, -0.115], [0.037, -0.032, -0.152], [0.119, -0.090, 0.037], [-0.150, -0.079, -0.046], [0.174, -0.372, -0.002], [0.584, 0.498, -2.010], [-0.483, -1.106, 2.051], [-0.364, -0.049, 0.679], [0.306, -0.028, -0.692], [-0.117, 0.818, -0.448], [-0.235, 0.458, -0.218], [-0.077, -0.023, 0.001], [0.082, -0.195, 0.238], [-0.069, -0.159, -0.036], [0.178, -0.017, 0.020], [-0.141, -0.034, 0.112], [0.292, -0.190, 0.263], [1.717, -0.920, 0.410], [-1.456, 1.215, -1.047], [-0.944, 0.388, 0.117], [0.915, -0.353, 0.109], [0.165, -0.398, 0.728], [0.078, -0.115, 0.596], [0.033, 0.104, 0.019], [-0.263, 0.021, -0.366], [0.069, 0.132, -0.076], [-0.009, -0.124, -0.121], [-0.109, 0.141, 0.027], [-0.221, -0.088, -0.375]],
  "lumo_ev": 1.568,
  "homo_lumo_gap_ev": 6.4,
  "charge": -1,
  "homo_ev": -4.87
}



[2]
{
  "formula": "C42H64GeHfN6P3",
  "method": "ωB97M-V/def2-TZVPD",
  "species": ["Hf", "C", "C", "C", "P", "C", "N", "Ge", "N", "C", "P", "C", "C", "C", "C", "C", "C", "C", "C", "C", "C", "C", "C", "N", "C", "C", "C", "C", "C", "C", "C", "C", "C", "C", "C", "C", "N", "C", "P", "C", "C", "C", "C", "C", "C", "C", "C", "C", "H", "H", "H", "H", "H", "H", "H", "H", "H", "H", "H", "H", "H", "H", "H", "H", "H", "H", "H", "H", "H", "H", "H", "H", "H", "H", "H", "H", "H", "H", "H", "H", "H", "H", "H", "H", "H", "H", "H", "H", "H", "H", "H", "H", "H", "H", "H", "H", "H", "H", "H", "H", "H", "H", "H", "H", "H", "H", "H", "H", "N", "C", "C", "C", "N", "H", "H", "H", "H"],
  "positions_angstrom": [[0.20864, -0.22115, -0.13840], [-3.68986, 0.32106, -2.52414], [-2.65124, 1.39875, -2.80690], [-2.70296, 1.83497, -4.27968], [-0.89903, 1.00447, -2.36373], [-0.24988, -0.24741, -3.56333], [1.16390, -0.53960, -3.41196], [1.97193, -1.29108, -1.89639], [1.70831, -3.11250, -1.76933], [1.28402, -3.78381, -0.56778], [-0.19354, -2.93293, 0.11796], [-1.52059, -3.25111, -1.10033], [-2.66283, -2.29034, -0.79518], [-2.01810, -4.69799, -1.14663], [-0.69989, -3.72729, 1.70542], [-0.26443, -2.98764, 2.96805], [-0.24486, -5.19283, 1.75320], [1.93329, -3.84535, -2.96368], [1.37004, -5.07667, -3.27930], [1.60661, -5.64433, -4.52532], [2.37772, -4.99192, -5.47767], [2.94637, -3.76316, -5.17343], [2.73212, -3.22461, -3.91939], [3.33609, -1.96518, -3.47832], [3.26819, -0.87376, -4.45764], [4.27692, -0.59004, -5.35617], [4.07783, 0.42077, -6.28888], [2.87847, 1.11627, -6.29832], [1.87784, 0.84001, -5.37168], [2.06460, -0.16872, -4.43304], [4.62430, -2.10408, -2.87279], [5.58448, -3.00472, -3.24486], [6.84523, -2.92826, -2.64468], [7.13587, -1.94274, -1.67460], [6.17945, -1.05983, -1.26582], [4.85903, -1.14994, -1.81448], [3.77896, -0.47593, -1.42105], [3.86524, 0.68614, -0.56266], [2.67363, 0.74244, 0.85500], [2.97953, 2.41707, 1.60808], [1.78020, 2.93325, 2.40711], [3.47378, 3.50125, 0.64582], [3.42299, -0.45076, 2.04970], [2.93148, -0.30642, 3.49064], [3.25234, -1.88266, 1.56997], [0.01542, 2.57729, -2.63418], [1.44669, 2.45936, -2.14018], [-0.69909, 3.74810, -1.95440], [-4.66055, 0.68613, -2.86032], [-3.78590, 0.09832, -1.46214], [-3.48661, -0.59908, -3.07454], [-2.87762, 2.26024, -2.17382], [-2.61217, 0.98118, -4.95213], [-1.95598, 2.58076, -4.54786], [-3.67904, 2.28469, -4.46434], [-0.45241, 0.14631, -4.56029], [-0.86800, -1.15056, -3.48387], [2.05669, -3.86674, 0.19740], [0.97069, -4.80664, -0.77938], [-1.06932, -3.00412, -2.06956], [-3.11556, -2.48948, 0.17926], [-3.45042, -2.35829, -1.54449], [-2.33339, -1.23527, -0.79275], [-2.48975, -4.99391, -0.20943], [-1.22598, -5.40884, -1.37707], [-2.76948, -4.78936, -1.93193], [-1.79421, -3.69569, 1.65570], [0.81822, -3.01804, 3.09805], [-0.70092, -3.47853, 3.83815], [-0.59983, -1.95356, 2.97164], [0.84038, -5.26948, 1.83410], [-0.57776, -5.77507, 0.89730], [-0.66739, -5.65659, 2.64508], [0.74625, -5.60993, -2.57487], [1.17025, -6.60695, -4.75567], [2.53667, -5.43672, -6.44985], [3.54267, -3.23243, -5.90489], [5.20094, -1.15438, -5.35096], [4.84948, 0.65220, -7.00934], [2.71405, 1.89157, -7.03465], [0.96064, 1.41350, -5.41031], [5.38686, -3.73864, -4.01428], [7.62355, -3.61433, -2.95256], [8.12958, -1.89789, -1.24954], [6.42274, -0.32947, -0.50758], [3.68811, 1.57537, -1.16900], [4.85608, 0.80707, -0.12213], [3.79527, 2.19275, 2.30542], [0.87003, 2.97233, 1.80201], [1.98590, 3.94916, 2.74355], [1.58834, 2.35298, 3.30935], [2.70405, 3.80597, -0.06039], [4.37636, 3.22907, 0.10147], [3.72398, 4.37964, 1.24099], [4.48796, -0.19284, 2.02437], [1.95864, -0.79110, 3.62482], [2.89052, 0.72236, 3.84671], [3.61689, -0.83617, 4.15329], [2.18885, -2.10787, 1.43866], [3.62366, -2.58346, 2.32100], [3.76930, -2.08982, 0.63361], [0.03334, 2.73626, -3.71509], [1.45285, 2.25080, -1.05691], [1.96703, 3.41200, -2.25832], [2.01399, 1.69614, -2.66838], [-0.85689, 3.56314, -0.88596], [-1.66141, 3.97893, -2.40504], [-0.08154, 4.64250, -2.04266], [-0.45011, 0.51653, 3.09156], [-1.51817, 0.70160, 3.86624], [-2.64435, 0.63069, 3.05716], [-2.14999, 0.41183, 1.78791], [-0.79258, 0.33980, 1.79429], [0.51823, 0.55152, 3.36506], [-1.41804, 0.87778, 4.92694], [-3.67231, 0.74341, 3.35782], [-2.70068, 0.31685, 0.86222]],
  "forces_ev_per_angstrom": [[-0.860, 0.521, 0.988], [-0.006, -0.013, -0.038], [0.005, 0.051, -0.007], [-0.080, 0.005, 0.023], [0.058, -0.094, 0.142], [-0.038, 0.028, -0.108], [0.008, 0.263, -0.403], [0.440, 0.045, 0.109], [0.208, -0.501, -0.251], [-0.132, -0.123, 0.045], [0.193, 0.237, -0.002], [-0.074, -0.178, -0.081], [-0.032, 0.074, 0.054], [-0.008, 0.021, -0.028], [-0.053, -0.089, 0.040], [0.050, -0.035, -0.060], [-0.021, 0.015, 0.034], [-0.106, 0.003, 0.147], [0.022, -0.010, -0.029], [-0.005, -0.006, 0.034], [0.009, 0.029, -0.019], [-0.064, -0.096, 0.013], [0.156, 0.284, 0.010], [0.078, -0.153, -0.281], [-0.013, -0.243, 0.209], [-0.030, 0.078, -0.054], [0.011, -0.028, 0.018], [-0.033, 0.014, 0.006], [0.035, -0.017, -0.015], [-0.082, -0.008, 0.007], [-0.112, 0.212, 0.118], [0.096, -0.003, 0.055], [-0.004, 0.023, 0.014], [-0.006, -0.099, -0.102], [-0.262, 0.033, -0.019], [0.318, -0.118, -0.112], [-0.143, 0.009, 0.030], [0.071, 0.028, 0.013], [-0.281, -0.191, -0.165], [0.088, 0.031, 0.061], [-0.034, -0.030, -0.007], [0.028, -0.026, 0.011], [0.186, 0.106, 0.061], [-0.060, -0.036, 0.010], [-0.050, -0.206, 0.012], [-0.025, 0.060, -0.123], [0.080, 0.029, 0.094], [-0.006, -0.004, 0.014], [0.004, 0.002, -0.012], [-0.027, 0.017, -0.026], [-0.003, 0.002, 0.021], [0.013, 0.004, 0.004], [0.019, -0.006, 0.002], [0.004, 0.006, 0.008], [0.000, -0.013, -0.013], [0.055, -0.060, -0.058], [0.027, 0.001, 0.054], [0.085, 0.021, 0.006], [0.008, 0.017, -0.022], [-0.018, 0.009, 0.004], [0.004, -0.012, -0.011], [0.006, -0.042, 0.020], [0.048, -0.044, -0.037], [-0.014, 0.010, -0.001], [0.003, 0.005, 0.008], [0.002, 0.003, -0.002], [0.008, -0.026, 0.002], [0.046, 0.008, -0.005], [-0.003, -0.015, -0.014], [-0.030, 0.063, 0.019], [0.003, 0.001, -0.002], [0.015, -0.015, -0.012], [-0.003, -0.005, -0.008], [0.002, -0.009, -0.020], [0.002, 0.002, -0.009], [-0.002, -0.006, 0.003], [0.006, -0.004, -0.003], [0.005, -0.001, 0.013], [-0.004, -0.001, -0.004], [0.009, 0.001, 0.002], [-0.012, -0.004, 0.007], [-0.005, -0.007, -0.003], [-0.004, -0.003, 0.006], [0.001, 0.004, -0.004], [-0.011, 0.003, -0.011], [0.002, 0.030, 0.000], [0.005, -0.039, -0.032], [0.004, 0.067, 0.003], [-0.001, 0.003, -0.001], [0.016, 0.004, -0.006], [-0.029, -0.008, -0.030], [-0.015, 0.017, -0.020], [-0.008, -0.013, -0.005], [0.005, -0.001, -0.001], [-0.008, 0.048, 0.055], [-0.005, 0.011, -0.022], [0.034, 0.012, -0.008], [-0.006, -0.005, -0.006], [-0.055, -0.002, -0.001], [0.062, 0.045, -0.016], [-0.011, -0.006, -0.016], [-0.020, 0.046, 0.007], [-0.010, -0.031, 0.007], [-0.021, -0.001, -0.035], [0.023, -0.009, -0.002], [0.005, -0.006, 0.003], [0.004, 0.013, -0.014], [0.003, -0.006, -0.003], [-0.136, 0.085, -0.007], [0.011, -0.008, -0.016], [-0.011, 0.024, -0.012], [0.001, 0.015, -0.099], [0.354, -0.017, -0.112], [0.081, -0.043, 0.024], [-0.016, -0.009, 0.001], [0.004, -0.005, 0.002], [-0.023, -0.009, -0.002]],
  "lumo_ev": [-11.749, -12.183],
  "s2": 0.78,
  "homo_lumo_gap_ev": [5.5, 5.1],
  "charge": 4,
  "spin_multiplicity": 2,
  "homo_ev": [-17.28, -17.32]
}